Formula: H40O20
Source: the OMol25 dataset
Level of theory: ωB97M-V/def2-TZVPD

Structure (XYZ):
```
60
Properties=species:S:1:pos:R:3:nbo_charge:R:1
H 1.90161 4.38729 3.78346 0.48
H -2.69503 -1.46998 -4.86611 0.48
H -2.66688 2.01838 -1.70311 0.50
O 2.40199 -3.01500 0.39995 -0.96
O -2.19635 1.18488 -1.69285 -0.99
H -3.72948 -0.70592 0.91390 0.47
H 2.85704 1.35631 0.69076 0.50
H -3.27923 1.68056 -5.31453 0.48
O 4.67269 -0.73355 1.05116 -0.98
O -0.38414 -2.78258 -0.23977 -1.00
H 2.12436 -0.17011 -4.60721 0.47
H 0.67887 3.76505 3.14344 0.48
H 4.81275 2.41639 -2.74144 0.47
H -1.09829 -3.15929 -0.75388 0.48
O 0.52457 -1.40393 2.29315 -0.98
H 2.52517 1.89330 2.74301 0.49
H -3.66655 -2.20998 -2.60810 0.48
O 3.10165 2.36497 2.14181 -0.98
O 4.50482 1.61936 -2.30998 -0.95
H 2.75161 3.25567 2.12287 0.49
H 4.47182 -1.66930 1.03539 0.47
H 0.11375 -1.44555 1.42960 0.49
H 0.13839 -2.13330 2.77803 0.49
H -0.31708 -1.87893 -0.54824 0.51
H 2.31790 -2.88392 1.34440 0.47
H -2.03936 -2.81806 -5.07747 0.46
O 3.00388 -0.15827 -4.98475 -0.94
O -0.93268 -4.69958 1.59463 -0.96
H 2.98241 0.55671 -5.62081 0.46
H -1.27919 3.74909 3.44610 0.49
O -1.99019 -1.90151 -5.34903 -0.95
H -4.04979 0.52678 -4.70879 0.47
H 0.92724 -0.28030 4.56918 0.48
H 3.33065 1.38875 -0.74679 0.51
H -0.47048 0.31162 -0.92573 0.50
H -0.88198 -5.46595 1.02337 0.46
H -4.75262 -1.64166 -3.49657 0.48
H 0.91953 0.27902 2.93323 0.50
O 1.15853 -0.88817 5.27149 -0.97
H -2.60681 0.66901 -2.38685 0.50
O -3.83110 -1.53104 -3.26248 -0.96
H -0.08277 1.38556 3.18396 0.50
O 1.36145 4.41923 2.99388 -0.95
H -0.67771 -3.96594 1.03517 0.48
O -3.09149 -0.10007 1.29092 -0.93
O 2.84906 0.84833 -0.12049 -1.01
H -4.23445 1.06594 0.65503 0.47
H 1.53331 -2.81439 0.05154 0.48
H -5.42407 1.72869 1.31645 0.46
H 3.90201 -0.31614 0.66639 0.49
H 0.94257 0.25610 -0.38527 0.53
H 2.07258 -1.11539 5.10088 0.46
O 0.10240 -0.20159 -0.35594 -1.02
H -2.12170 2.50125 3.28811 0.49
O -3.64046 1.36311 -4.48690 -0.94
H 4.99249 0.91321 -2.73396 0.49
O -1.22946 2.83079 3.18062 -0.97
O 0.77280 1.06122 3.46509 -1.00
O -4.92232 1.71361 0.50143 -0.97
H -2.45839 0.04938 0.58873 0.49
```

The maximum force comes out at 1.34 eV/A. The value obtained for the lowest unoccupied orbital energy is -0.032 Eh. The HOMO energy comes out at -9.790 eV.

***

Formula: H42O21
Source: the OMol25 dataset
Level of theory: ωB97M-V/def2-TZVPD

Structure (XYZ):
```
63
Properties=species:S:1:pos:R:3:nbo_charge:R:1
H -0.42708 1.59433 4.40130 0.47
H -0.51135 2.97664 -3.66699 0.44
H 1.26032 -1.10361 -3.15654 0.47
H 2.13246 0.59917 1.74735 0.47
H -3.01608 0.16942 -2.88454 0.50
O 0.44994 1.00062 -2.75867 -0.92
O 2.69174 0.93021 2.45228 -1.00
O -2.04205 -2.54358 1.23622 -1.02
H 0.43870 -1.26854 3.18780 0.52
H -0.27663 1.47850 -3.16753 0.43
O -1.20735 3.58891 -3.96493 -0.94
H 0.02392 2.94173 3.66801 0.49
H 4.29167 -1.10580 -1.64396 0.49
O 1.20747 -0.05651 -0.04315 -1.04
H 0.99881 1.67464 -2.35531 0.46
H -0.37522 -0.04361 1.06798 0.49
H 2.05603 0.73986 3.18682 0.48
H -2.58772 1.66770 0.15427 0.50
O 2.40232 -1.15281 4.04317 -1.01
H 2.72439 -0.90637 -2.98656 0.46
H 1.70611 -0.48659 -0.75577 0.49
H -5.42329 -1.07698 0.56446 0.47
O -2.86825 2.45466 -0.31355 -0.99
H -3.77324 1.41591 -1.35060 0.50
H 0.76858 -2.89204 -2.41552 0.46
H 0.75555 5.19750 -1.54925 0.49
H -2.97285 -2.35793 1.31151 0.51
H 1.19423 -4.99013 2.11623 0.48
O 1.67205 -4.29544 2.60871 -1.05
O -0.44005 -1.69411 3.24083 -0.99
O 1.97766 -0.47287 -3.43092 -0.96
H -4.78084 1.68417 -2.50733 0.47
H 2.33655 -2.11256 4.04110 0.48
H 4.28929 1.35475 -0.45430 0.49
H -1.43748 -2.26432 1.94362 0.47
O 4.02736 -2.00113 -1.31003 -1.11
O -4.47398 -1.00354 0.76389 -0.96
O -1.03142 0.36051 1.67270 -1.04
O 4.47697 0.43545 -0.70750 -1.04
H 1.04402 3.94541 -2.58973 0.47
O 1.27055 4.43148 -1.79753 -0.98
H -0.47289 -2.60739 2.89893 0.49
H -0.10884 -5.10656 -0.32362 0.45
H 2.14167 -3.83846 1.89692 0.43
H -4.19984 -0.48669 -0.02214 0.48
O -4.58299 1.09158 -1.78134 -1.01
H -2.20060 3.06864 -0.63207 0.51
H 1.31730 0.89970 -0.19346 0.46
H -2.19074 3.43337 1.78161 0.47
H -1.27583 2.50270 1.09415 0.48
O 0.27396 2.23474 4.29972 -0.97
H -0.93174 -4.11782 0.42192 0.49
H -0.43047 -2.52954 -1.61304 0.49
H 4.25516 -0.24143 -0.05678 0.46
H 4.24074 -2.18991 -0.39255 0.40
H -1.58945 0.11901 -3.67605 0.49
H -0.92346 -0.31927 2.37187 0.49
H -1.97013 2.98586 -3.90006 0.48
O -1.30207 3.40753 1.36830 -0.96
O -0.18676 -2.74857 -2.52065 -0.98
H 3.31745 -1.01732 3.75444 0.47
O -2.24453 0.67479 -3.16016 -1.02
O -0.01227 -4.28124 0.16509 -1.02
```

The spin multiplicity is 2. The maximum force comes out at 2.58 eV/A. The value obtained for the lowest unoccupied orbital energy (alpha / beta) is 0.078 / 0.075 Eh. The HOMO energy (alpha / beta) comes out at -0.139 / -7.884 eV. Its expectation value of S² is 0.751. As for the net charge: -1.

***

Formula: H48O24Ti
Source: the OMol25 dataset
Level of theory: ωB97M-V/def2-TZVPD

Structure (XYZ):
```
73
Properties=species:S:1:pos:R:3:lowdin_charge:R:1
H 2.23327 -1.10034 -0.69986 0.01
H 3.32386 2.46768 -3.69637 0.09
H 2.54208 -3.69264 -0.27202 0.04
O 2.83610 2.74167 -2.85842 -0.09
O -0.35136 0.03616 0.44842 -0.09
H -5.04431 4.31350 -3.30991 0.06
O -2.67825 -1.27219 -0.09934 -0.03
H -3.05893 3.50413 2.60093 0.02
H 2.73497 -0.67393 2.20772 0.08
O 1.81192 -2.50845 -5.30696 -0.01
O 2.53955 -3.46593 2.89697 -0.11
H 3.40788 2.97049 -0.96231 0.09
H 2.49755 -2.77369 -5.87489 0.02
O 0.32932 2.11375 -1.56315 -0.11
H 3.13597 3.64161 0.40677 0.07
O -2.91209 -1.76534 2.69005 -0.02
H -3.00981 3.39576 -1.63186 0.01
O 1.46042 -0.15358 -3.60692 -0.06
H 0.93746 0.04389 6.27248 0.05
H -4.49951 0.89604 -2.61722 0.07
Ti 1.41794 1.42436 0.23715 0.90
O -3.58708 0.84454 -2.29179 -0.06
H -3.63628 -2.29281 -7.35549 0.05
H 1.09553 -3.14009 -5.35825 0.05
H 2.21278 -0.33907 -2.03762 0.03
H 0.20895 -2.64363 -0.66627 0.03
H -1.18027 -0.48808 0.24424 0.04
H -1.16794 -3.25759 -0.90380 0.03
O 0.29708 2.54262 1.48238 -0.42
O 3.74699 -1.93296 4.88735 -0.07
H -2.98510 -1.35166 0.81247 0.02
H 2.70636 0.82933 2.85706 0.02
H 3.14756 -2.83984 3.46932 0.07
H 2.02451 -0.69226 -4.15295 0.02
O 3.07124 2.80153 -0.02663 -0.09
H -2.80255 3.27225 -0.03578 0.07
H -1.79631 2.95709 2.06757 0.02
H -4.24762 -6.21149 3.46912 0.00
H -0.62405 0.60791 1.13346 0.00
O 3.09363 2.08768 4.04415 -0.05
O -1.11427 -0.45907 -2.81913 -0.09
O 2.22876 0.18392 2.28187 -0.09
H -5.24364 4.73055 -1.83821 0.05
O 2.11698 -2.92904 0.08687 -0.08
H -2.01825 -0.02525 -2.74165 0.04
H 0.50649 -0.36738 -3.71843 0.04
H -0.52069 2.62064 -1.50791 0.07
H 0.08578 -1.35045 2.79836 0.03
H 2.44113 2.73345 3.79117 0.04
H 2.90986 -4.35547 2.95016 0.06
O -4.56894 4.50012 -2.48204 -0.04
H -1.22503 -1.31668 -2.31901 0.04
O -3.53405 -1.64918 -6.62882 -0.06
O -2.72519 3.08390 1.85014 -0.02
H 3.29707 -1.23278 5.42056 0.05
H 0.11320 1.22619 -1.96438 0.06
H 1.04788 -0.55848 4.92233 -0.01
H -3.79853 -0.85133 -7.06180 0.01
H 2.63222 1.52232 4.72591 0.05
O 1.41498 0.09125 5.47351 0.01
H 0.42547 3.49242 1.31431 -0.02
H -3.32571 -0.76385 -0.57789 0.04
H -1.99600 -1.98816 2.91418 0.02
O -0.44200 -2.87047 -1.38299 -0.06
H 4.25148 -2.39616 5.59830 0.09
O -0.12011 -1.96063 3.52080 -0.05
H -3.06188 -0.86432 2.82017 0.02
O -2.48952 2.96668 -0.95297 -0.07
H 1.95901 -3.27517 1.07059 0.09
H 0.54773 -2.68844 3.41600 0.06
H 1.90731 2.49287 -3.05619 0.03
O 2.36723 -0.23219 -1.07304 -0.08
H -3.30025 1.59374 -1.73053 0.01
```

The spin multiplicity is 4. The maximum force comes out at 3.65 eV/A. The value obtained for the lowest unoccupied orbital energy (alpha / beta) is -0.077 / -0.077 Eh. The HOMO energy (alpha / beta) comes out at -8.000 / -12.026 eV. Its expectation value of S² is 3.752. As for the net charge: +1.

***

Formula: H4I2OSi2
Source: the OMol25 dataset
Level of theory: ωB97M-V/def2-TZVPD

Structure (XYZ):
```
9
Properties=species:S:1:pos:R:3:nbo_charge:R:1
Si 1.93942 -0.30888 -1.22416 0.68
H -1.40551 1.22772 2.31297 -0.22
I 1.62912 -2.27567 0.25167 -0.25
O -0.81974 0.39002 -0.12467 -1.17
I 2.56935 1.54864 0.24136 -0.19
H 0.59178 -0.04414 -1.74305 -0.10
Si -1.52452 0.27504 1.24523 1.61
H -2.68690 -0.77834 1.40361 -0.21
H 2.87862 -0.74972 -2.27014 -0.14
```

The maximum force comes out at 2.74 eV/A. The value obtained for the lowest unoccupied orbital energy is -0.027 Eh. The HOMO energy comes out at -9.359 eV. Its SMILES is I[SiH2]I.O=[SiH2].

***

Formula: H4IO2
Source: the OMol25 dataset
Level of theory: ωB97M-V/def2-TZVPD

Structure (XYZ):
```
7
Properties=species:S:1:pos:R:3:nbo_charge:R:1
H -0.67234 -0.64469 -0.13094 0.44
H -0.10912 1.03793 0.21118 0.44
O 0.79328 1.20322 -0.06194 -0.99
O -0.48201 -0.90857 -1.03115 -0.99
H 0.36487 -1.35144 -0.97746 0.44
I -1.19055 0.17831 1.66735 -0.79
H 1.29584 0.48522 0.32295 0.45
```

The maximum force comes out at 4.03 eV/A. The value obtained for the lowest unoccupied orbital energy is 0.138 Eh. The HOMO energy comes out at -3.828 eV. As for the net charge: -1.

***

Formula: H4N2
Source: the OMol25 dataset
Level of theory: ωB97M-V/def2-TZVPD

Structure (XYZ):
```
6
Properties=species:S:1:pos:R:3:nbo_charge:R:1
H 1.20808 -0.56671 0.80354 0.34
N -0.70333 -0.09933 0.06033 -0.67
H 0.99358 1.00097 -0.18065 0.33
H -1.26454 -0.17001 -0.66817 0.34
H -0.95646 0.79292 0.64533 0.32
N 0.70610 -0.05170 -0.14605 -0.67
```

The maximum force comes out at 8.15 eV/A. The value obtained for the lowest unoccupied orbital energy is 0.044 Eh. The HOMO energy comes out at -9.358 eV. Its SMILES is NN.

***

Formula: H4N2O2P
Source: the OMol25 dataset
Level of theory: ωB97M-V/def2-TZVPD

Structure (XYZ):
```
9
Properties=species:S:1:pos:R:3:nbo_charge:R:1
H -1.59980 0.97354 -0.57176 0.31
N 0.94825 -1.66329 0.63436 -1.18
H 1.39864 -0.89435 1.16887 0.40
P -0.78661 -1.44148 0.60463 2.29
O -1.38689 -1.43855 1.98221 -1.12
O -1.54106 -2.14774 -0.46059 -1.11
H -0.64477 1.75065 0.45277 0.30
N -0.61466 1.16394 -0.35734 -1.27
H 1.30291 -1.85746 -0.25190 0.38
```

The maximum force comes out at 3.45 eV/A. The value obtained for the lowest unoccupied orbital energy (alpha / beta) is 0.155 / 0.155 Eh. The HOMO energy (alpha / beta) comes out at -3.465 / -3.466 eV. As for the net charge: -1.

***

Formula: H4N2O2S
Source: the OMol25 dataset
Level of theory: ωB97M-V/def2-TZVPD

Structure (XYZ):
```
9
Properties=species:S:1:pos:R:3:nbo_charge:R:1
N 0.51793 1.41761 -0.08208 -1.03
H 0.94536 1.36077 0.76432 0.38
N 0.50430 -1.32514 0.01553 -1.11
H 0.99532 -1.89609 -0.79759 0.44
H 0.04467 2.25564 -0.26518 0.41
O -1.18794 0.04205 1.10580 -0.96
O -1.22634 0.00789 -1.23478 -0.96
H -0.15547 -1.89025 0.55519 0.41
S -0.43784 0.02753 -0.06121 2.43
```

The maximum force comes out at 4.28 eV/A. The value obtained for the lowest unoccupied orbital energy is 0.023 Eh. The HOMO energy comes out at -10.477 eV. Its SMILES is NS(N)(=O)=O.